P) {
  "formula": "CH6N5",
  "method": "ωB97M-V/def2-TZVPD",
  "e_homo_ha": -0.5166,
  "smiles": "NN=C=[NH+]NN",
  "total_charge": 1,
  "spin_multiplicity": 1,
  "species": ["C", "N", "N", "N", "N", "N", "H", "H", "H", "H", "H", "H"],
  "positions_angstrom": [[-0.89169, 0.14094, 0.56176], [-3.20807, -0.05437, -0.27370], [1.56882, 0.59594, -0.05700], [-1.85495, -0.11416, -0.08913], [0.27059, 0.11316, 0.94778], [1.84976, -0.32729, -0.98709], [-3.42934, -0.79637, -1.09980], [2.35924, 0.91881, 0.61081], [0.39773, 0.00176, 1.95986], [1.08227, -0.36503, -1.70515], [2.03651, -1.38709, -0.69440], [-3.58544, 0.86625, -0.17462]]
}

=====

Q) {
  "formula": "CH6N5",
  "method": "ωB97M-V/def2-TZVPD",
  "e_homo_ha": -0.5134,
  "total_charge": 1,
  "spin_multiplicity": 1,
  "species": ["C", "N", "N", "N", "N", "N", "H", "H", "H", "H", "H", "H"],
  "positions_angstrom": [[1.41834, -0.51929, 1.62868], [-0.02271, -3.57645, 2.31153], [-0.11559, -2.67652, 1.66513], [-0.33264, -1.77093, 0.89780], [0.42951, -0.65925, 0.84163], [-0.94828, 0.38876, -1.11392], [1.71580, -1.24589, 2.37716], [2.00133, 0.38514, 1.56020], [-1.38987, 1.28768, -0.90679], [-1.67825, -0.31506, -1.24336], [-0.27555, 0.05870, -0.26910], [-0.42127, 0.46988, -1.98596]]
}

=====

Stability verdict: Q), ahead by 216.8 kJ/mol

=====

P) {
  "formula": "C2H5PS",
  "method": "ωB97M-V/def2-TZVPD",
  "e_homo_ha": -0.3157,
  "smiles": "CCP=S",
  "spin_multiplicity": 1,
  "species": ["C", "C", "P", "S", "H", "H", "H", "H", "H"],
  "positions_angstrom": [[-0.78281, 0.51914, -0.32947], [0.39450, -0.42179, -0.53357], [1.45084, 0.04531, 1.00662], [0.62703, -0.69118, 2.70468], [-1.27524, 0.08165, 0.48841], [-0.46239, 1.47039, -0.09004], [-1.25866, 0.55182, -1.23255], [1.00517, -0.13977, -1.31916], [0.30155, -1.41558, -0.69492]]
}

=====

Q) {
  "formula": "C2H5PS",
  "method": "ωB97M-V/def2-TZVPD",
  "e_homo_ha": -0.2991,
  "smiles": "[H]/P=C/SC",
  "spin_multiplicity": 1,
  "species": ["C", "C", "P", "S", "H", "H", "H", "H", "H"],
  "positions_angstrom": [[-1.07503, -0.29262, -0.05119], [1.60508, 0.64799, -0.07371], [-2.75986, -0.34986, -0.03809], [-0.15916, 1.17072, -0.04071], [-0.39961, -1.03975, 0.34821], [2.06431, 1.51559, 0.21272], [2.08029, 0.21905, -1.04869], [1.51706, -0.01770, 0.80792], [-2.87309, -1.85341, -0.11647]]
}

=====

Stability verdict: P), ahead by 84.7 kJ/mol

=====

P) {
  "formula": "C14H13N2O5SSeSn",
  "method": "ωB97M-V/def2-TZVPD",
  "e_homo_ha": -0.4536,
  "total_charge": 1,
  "spin_multiplicity": 1,
  "species": ["Sn", "O", "C", "O", "C", "O", "C", "C", "O", "O", "H", "H", "H", "H", "H", "S", "C", "C", "C", "C", "C", "N", "H", "H", "H", "H", "Se", "C", "C", "C", "N", "C", "C", "H", "H", "H", "H"],
  "positions_angstrom": [[-1.28099, 1.25550, -0.32320], [0.57055, 4.37653, 2.48536], [0.67221, 3.30526, 1.72868], [-0.30480, 2.64737, 1.39888], [2.12218, 2.99136, 1.43262], [2.28839, 1.97921, 0.48335], [2.35777, 2.46098, -0.86887], [0.94744, 2.90458, -1.22308], [0.56378, 4.02406, -0.97517], [0.16029, 1.89762, -1.60660], [-0.36406, 4.55397, 2.67920], [2.61233, 3.92285, 1.14753], [2.56142, 2.65317, 2.37171], [3.06415, 3.28641, -0.95111], [2.67801, 1.61514, -1.46680], [1.42989, -1.58320, -0.36488], [0.31619, -1.41347, -1.73902], [0.69934, -2.10493, -2.88354], [-0.09995, -2.02358, -4.00521], [-1.26411, -1.26606, -3.96098], [-1.56760, -0.61932, -2.78828], [-0.79371, -0.68566, -1.68622], [1.60911, -2.69318, -2.87890], [0.17939, -2.54760, -4.91056], [-1.91720, -1.17713, -4.81810], [-2.47080, -0.02588, -2.70700], [0.49883, -0.43638, 1.23349], [-0.69133, -1.76542, 1.95070], [-0.15557, -2.73950, 2.77237], [-1.02925, -3.67646, 3.30641], [-2.34351, -3.67332, 3.07502], [-2.83573, -2.72074, 2.28490], [-2.05044, -1.73953, 1.69354], [0.90395, -2.78076, 2.99379], [-0.65506, -4.46124, 3.95425], [-3.90585, -2.74048, 2.11212], [-2.50524, -1.00017, 1.05362]]
}

=====

Q) {
  "formula": "C14H13N2O5SSeSn",
  "method": "ωB97M-V/def2-TZVPD",
  "e_homo_ha": -0.4494,
  "total_charge": 1,
  "spin_multiplicity": 1,
  "species": ["Sn", "O", "C", "O", "C", "O", "C", "C", "O", "O", "H", "H", "H", "H", "H", "S", "C", "C", "C", "C", "C", "N", "H", "H", "H", "H", "Se", "C", "C", "C", "N", "C", "C", "H", "H", "H", "H"],
  "positions_angstrom": [[0.40077, 0.02189, -0.61376], [4.04136, -2.21977, 1.15297], [2.87973, -1.60679, 1.01118], [1.94436, -2.03393, 0.37559], [2.83879, -0.28551, 1.75308], [1.56117, 0.30291, 1.60852], [0.61912, 0.03532, 2.66473], [-0.67538, -0.59630, 2.15284], [-1.44264, -1.06013, 2.94825], [-0.87303, -0.56897, 0.84956], [4.02089, -3.06416, 0.67273], [3.59346, 0.39235, 1.35201], [3.07638, -0.46704, 2.80283], [0.38044, 0.97618, 3.16257], [1.04868, -0.64660, 3.39637], [-1.02740, 3.37392, -1.60669], [-2.20036, 2.03323, -1.64642], [-3.50888, 2.36711, -1.95643], [-4.43610, 1.34490, -2.09148], [-4.03535, 0.03780, -1.87788], [-2.71624, -0.19783, -1.53813], [-1.80702, 0.77659, -1.44303], [-3.78882, 3.40419, -2.07460], [-5.46362, 1.57366, -2.33990], [-4.72707, -0.78823, -1.95228], [-2.37423, -1.20332, -1.32481], [0.14646, 2.82501, 0.18318], [1.93155, 2.95321, -0.52642], [2.25403, 2.69474, -1.84718], [3.59727, 2.74032, -2.20207], [4.57899, 3.00536, -1.34666], [4.24502, 3.26273, -0.08664], [2.93558, 3.25584, 0.37949], [1.49922, 2.47665, -2.59108], [3.88976, 2.55070, -3.22827], [5.05828, 3.49679, 0.59113], [2.72321, 3.50182, 1.41216]]
}

=====

Stability verdict: Q), ahead by 8.4 kJ/mol

=====

P) {
  "formula": "C4H8OS2",
  "method": "ωB97M-V/def2-TZVPD",
  "e_homo_ha": -0.3386,
  "smiles": "CSSCCC=O",
  "spin_multiplicity": 1,
  "species": ["C", "C", "O", "C", "S", "S", "C", "H", "H", "H", "H", "H", "H", "H", "H"],
  "positions_angstrom": [[0.90885, -1.16059, -0.89301], [2.16670, -0.97110, -0.09732], [2.90141, -1.86711, 0.23512], [-0.35043, -1.35508, -0.05042], [-0.79641, 0.00543, 1.04893], [-0.61153, 1.68209, -0.07875], [-2.22875, 1.84018, -0.91328], [0.79422, -0.28654, -1.55027], [1.00646, -1.98195, -1.60219], [2.41389, 0.06633, 0.18192], [-0.19346, -2.21229, 0.61058], [-1.16718, -1.64291, -0.70970], [-2.00327, 2.20147, -1.92148], [-2.77803, 2.62532, -0.41268], [-2.73201, 0.88057, -0.89228]]
}

=====

Q) {
  "formula": "C4H8OS2",
  "method": "ωB97M-V/def2-TZVPD",
  "e_homo_ha": -0.3131,
  "spin_multiplicity": 1,
  "species": ["C", "C", "C", "C", "O", "S", "S", "H", "H", "H", "H", "H", "H", "H", "H"],
  "positions_angstrom": [[-2.31649, -0.02772, 0.33761], [0.10854, -0.03283, 0.12350], [1.31098, -0.07594, 1.10285], [0.42386, -0.07461, -1.29502], [-2.77839, 0.18426, -0.94265], [-1.12194, -1.42812, 0.50619], [-1.01751, 1.21427, 0.80424], [-3.15115, -0.12195, 1.11326], [1.06891, -0.20294, 2.21308], [1.95728, 0.85323, 0.95616], [2.03285, -0.93781, 0.97618], [-0.51400, -0.06645, -1.84986], [0.96837, -1.02043, -1.49349], [0.90628, 0.73397, -1.78077], [-3.51078, 0.81092, -0.88808]]
}

=====

Stability verdict: P), ahead by 81.9 kJ/mol